(1)
C40H58Cl6CuN8O15Pd | ωB97M-V/def2-TZVPD

Structure (XYZ):
```
129
Properties=species:S:1:pos:R:3:lowdin_spin:R:1
C 1.45402 -0.63879 -4.62964 0.000
C 0.93351 -0.39277 -6.04713 0.000
N -0.34698 -1.02082 -6.24650 0.000
C -1.55148 -0.32721 -6.34658 0.000
C -2.62799 -1.25210 -6.37123 0.000
N -2.03940 -2.50281 -6.28090 0.000
C -0.61055 -2.36949 -6.10618 0.000
C -2.77747 -3.77492 -6.29233 0.000
H 0.78630 -0.42979 -3.79383 0.000
H 2.29541 0.04598 -4.52361 0.000
H 1.86871 -1.64375 -4.55102 0.000
H 1.58338 -0.76590 -6.83868 0.000
H 0.85780 0.68500 -6.19131 0.000
H -1.48075 0.75029 -6.36635 0.000
H -3.66492 -1.09211 -6.62732 0.000
H 0.04293 -3.18362 -5.82947 0.000
H -3.86506 -3.83373 -6.33473 0.000
H -2.56937 -4.21301 -5.31618 0.000
H -2.33582 -4.23143 -7.17813 0.000
C -1.57190 5.60147 -1.94241 0.000
C -1.27110 4.32424 -1.10012 0.000
N -2.43600 3.68355 -0.60006 0.000
C -2.43116 2.81473 0.51385 0.000
C -3.63693 2.18028 0.49506 0.000
N -4.45625 2.70647 -0.46556 0.000
C -3.73536 3.62036 -1.16115 0.000
C -5.79649 2.22714 -0.83479 0.000
H -2.26223 6.33230 -1.52118 0.000
H -2.06355 5.28100 -2.86093 0.000
H -0.69254 6.03591 -2.41791 0.000
H -0.72122 4.73748 -0.25457 0.000
H -0.71597 3.55115 -1.63139 0.000
H -1.58113 2.55920 1.12911 0.000
H -3.95446 1.27697 0.99466 0.000
H -4.04924 4.09873 -2.07714 0.000
H -6.48349 3.07122 -0.77423 0.000
H -6.06783 1.41809 -0.15662 0.000
H -5.74237 1.79026 -1.83194 0.000
Cu -2.27742 -2.19159 1.46023 0.283
Pd 0.98601 -0.26637 0.50719 1.515
C -1.44655 0.79180 -2.59638 0.003
C -2.51909 1.07542 -3.28587 0.002
C -3.83151 0.37025 -3.17017 -0.001
O -4.79577 0.44162 -4.07593 -0.003
C -4.06142 -0.46496 -2.12678 0.001
C -2.97962 -0.88164 -1.28287 0.003
C -1.51797 -0.25456 -1.60882 0.007
O -0.57216 -0.57785 -0.87045 0.031
O -3.14898 -1.65108 -0.37403 0.017
O -2.43077 2.20371 -3.94763 0.008
H -0.54005 1.36281 -2.73273 0.000
H -5.04637 -0.90614 -2.08648 0.000
C 1.80514 -3.28048 -2.26328 0.011
C 1.29153 -4.14103 -3.28165 -0.004
C -0.11442 -4.76496 -2.98876 0.026
O -0.69317 -5.40464 -3.91517 0.157
C -0.71034 -4.57281 -1.72596 0.222
C -0.08858 -3.85012 -0.78062 -0.037
C 1.22149 -3.12557 -1.04845 -0.002
O 1.89605 -2.40156 -0.20586 0.037
O -0.84632 -3.69797 0.32355 0.328
O 1.78518 -4.36742 -4.31770 -0.015
H 2.79711 -2.89016 -2.43663 0.000
H -1.59230 -5.16135 -1.52063 0.007
C -0.85753 -0.15669 2.54784 0.013
O -2.13895 -0.14126 2.46933 0.034
O -0.34338 -1.24914 2.15527 0.158
O -0.15338 0.77354 2.08027 0.119
Cl 0.94913 -6.15735 2.72342 0.000
C 1.89004 -4.61169 2.49450 0.000
C 2.90527 -4.36658 3.64129 0.000
Cl 4.23196 -5.48729 3.65245 0.000
H 1.19496 -3.77211 2.48539 0.000
H 2.45238 -4.70628 1.56556 0.000
H 2.35407 -4.56320 4.56086 0.000
H 3.42598 -3.40905 3.65132 0.000
C 3.73605 -0.22944 2.40981 0.006
O 2.70516 -0.01320 1.76765 0.031
N 3.89348 0.10012 3.72666 0.001
C 5.26252 0.13601 4.38780 0.000
C 2.80274 0.85571 4.43259 0.000
H 4.65782 -0.62683 1.95745 0.000
H 5.71496 1.12079 4.50436 0.000
H 5.97524 -0.57889 3.97665 0.000
H 5.19708 -0.19017 5.42579 0.000
H 2.88377 1.86444 4.02763 0.000
H 1.87653 0.35977 4.14227 0.000
H 2.90326 0.73072 5.51072 0.000
C 3.12610 1.57621 -1.46630 0.004
O 2.24600 1.01868 -0.82802 0.030
N 4.02172 1.02294 -2.22805 -0.001
C 5.01040 1.76506 -2.98888 0.000
C 4.31903 -0.39928 -2.14931 0.000
H 3.20250 2.67280 -1.52846 0.000
H 4.87403 2.84465 -2.92575 0.000
H 4.73989 1.63488 -4.03673 0.000
H 6.05763 1.50089 -2.84190 0.000
H 5.36974 -0.47345 -2.42967 0.000
H 4.25350 -0.88491 -1.17568 0.000
H 3.82757 -1.03733 -2.88380 0.000
C -2.30909 -3.65372 4.65365 0.000
O -2.17114 -3.26785 3.48817 0.001
N -1.53843 -3.25372 5.66551 0.000
C -1.86325 -3.78720 6.97157 0.000
C -0.38048 -2.29583 5.58999 0.000
H -2.95096 -4.47803 5.00110 0.000
H -1.12570 -4.27595 7.60816 0.000
H -2.55699 -4.62674 7.01631 0.000
H -2.31340 -3.03570 7.62019 0.000
H 0.41476 -2.78087 6.15607 0.000
H -0.08153 -2.16451 4.55004 0.000
H -0.64919 -1.30446 5.95478 0.000
C -1.88480 5.36314 3.47408 0.000
O -1.20709 6.29376 3.09080 0.000
N -1.21921 4.25712 3.91769 0.000
C -1.88799 3.12328 4.61671 0.000
C 0.23001 4.07396 3.87112 0.000
H -2.97349 5.31080 3.62973 0.000
H -1.67991 2.13822 4.19901 0.000
H -2.97755 3.09577 4.60252 0.000
H -1.78202 3.04821 5.69894 0.000
H 0.60301 5.04749 3.55297 0.000
H 0.74807 3.69005 4.74995 0.000
H 0.35709 3.37355 3.04567 0.000
C 3.54642 4.91778 1.41045 0.000
Cl 4.31889 6.15010 2.47471 0.000
Cl 4.21747 5.04683 -0.11829 0.000
Cl 3.81700 3.32322 2.03066 0.000
Cl 1.87939 5.23556 1.38347 0.000
```

Its spin multiplicity is 4. The gap between HOMO and LUMO (alpha / beta) is 6.74 / 4.64 eV. As for the expectation value of S²: 3.814. Its total charge is 0. For the total energy, the calculation gives -208297.6632 eV.



(2)
C40H58CsN6O2P2S | ωB97M-V/def2-TZVPD

Structure (XYZ):
```
110
Properties=species:S:1:pos:R:3:mulliken_charge:R:1
Cs -0.35702 0.61842 0.97582 2.256
C 1.86508 -1.51460 -2.93449 -1.056
C 1.63826 0.01567 -2.87289 -0.008
N 2.17936 0.57093 -1.65467 0.978
C 3.57543 0.91097 -1.63531 -0.611
C 4.52500 -0.25246 -1.32745 -0.992
S 4.19410 -1.03619 0.29064 -0.019
C 3.76094 -2.78481 -0.05173 -0.708
C 3.02018 -3.03583 -1.36636 -0.924
N 2.04733 -2.02095 -1.60645 0.998
H 2.76944 -1.73289 -3.51274 0.473
H 1.01934 -1.97054 -3.47335 0.027
H 0.56264 0.20786 -2.87620 -0.214
H 2.07821 0.48120 -3.77928 0.242
H 1.62949 1.36402 -1.35860 -0.568
H 3.71286 1.66335 -0.85706 0.082
H 3.91352 1.34089 -2.60276 0.246
H 5.54880 0.13269 -1.28537 0.577
H 4.47294 -1.03070 -2.07919 0.409
H 3.12365 -3.04698 0.79045 0.099
H 4.68493 -3.36582 -0.01648 0.538
H 2.61330 -4.06283 -1.31344 0.316
H 3.75014 -3.03676 -2.18403 0.474
H 1.18822 -2.12995 -1.07314 -0.579
O -0.14653 -1.61707 2.00331 -0.812
C -0.02614 -2.27803 0.96570 0.778
C -0.42817 -3.58741 0.62844 -0.443
C 0.30659 -4.77562 0.86680 -1.017
C -0.03687 -5.94195 0.23088 -0.562
C -1.11872 -5.99835 -0.65012 -0.947
C -1.84392 -4.83959 -0.91888 0.244
C -1.46022 -3.64212 -0.35548 -0.003
P -2.15707 -1.97153 -0.62021 0.402
C -3.86681 -2.39595 -0.12638 0.405
C -4.09754 -2.46466 1.24854 -0.672
C -5.34028 -2.80475 1.73988 -0.571
C -6.38031 -3.08688 0.86622 -0.551
C -6.16428 -3.00797 -0.49924 -0.633
C -4.91956 -2.66867 -0.99854 -0.476
C -2.35135 -1.90755 -2.42881 0.676
C -1.58570 -2.68996 -3.28485 -0.832
C -1.74953 -2.59277 -4.65562 -0.414
C -2.66809 -1.70105 -5.18609 -0.757
C -3.39147 -0.87490 -4.33786 -0.879
C -3.21915 -0.95798 -2.96964 -0.569
H 1.13351 -4.75210 1.56745 0.416
H 0.52654 -6.84365 0.44728 0.377
H -1.38542 -6.93338 -1.12459 0.407
H -2.69342 -4.87267 -1.59449 0.456
H -3.27948 -2.24117 1.92337 0.416
H -5.50927 -2.83833 2.80755 0.417
H -7.35411 -3.36165 1.24980 0.359
H -6.98142 -3.20393 -1.18217 0.399
H -4.77315 -2.61440 -2.06931 0.374
H -0.86910 -3.38572 -2.86984 0.537
H -1.16255 -3.21765 -5.31696 0.444
H -2.81265 -1.63787 -6.25805 0.359
H -4.09945 -0.16504 -4.74517 0.478
H -3.75397 -0.29713 -2.30256 0.414
C 0.52341 4.17752 -1.60667 -1.238
N -0.72531 3.66521 -1.09864 0.773
C -1.51680 4.73490 -0.54069 -1.186
C -1.46214 2.92994 -2.12339 -0.511
C -2.78001 2.36273 -1.63771 0.237
C -3.91562 2.68152 -2.37413 -0.595
C -5.14857 2.15710 -2.02260 -0.699
C -5.22786 1.33824 -0.90965 -0.502
C -4.08060 1.06440 -0.17740 -1.312
C -2.78676 1.52686 -0.49350 0.822
H 0.38521 5.00873 -2.32467 0.347
H 1.06800 3.38568 -2.11988 0.368
H 1.12964 4.53936 -0.77332 0.271
H -1.78027 5.50059 -1.29255 0.325
H -0.96088 5.21415 0.26653 0.246
H -2.43326 4.31314 -0.13935 0.324
H -0.81443 2.10440 -2.44519 -0.353
H -1.63906 3.57990 -3.00532 0.294
H -3.84907 3.33345 -3.24744 0.281
H -6.03239 2.38987 -2.60880 0.328
H -6.18314 0.89595 -0.63083 0.345
H -4.20497 0.42401 0.69595 0.256
C 1.75901 1.22954 5.48938 -0.975
N 1.87101 1.03121 4.07034 0.789
C 1.98535 -0.35443 3.66908 -1.172
P 2.34605 2.20113 2.97613 -0.803
O 1.64008 2.10024 1.69783 0.171
N 2.10631 3.71361 3.67004 0.415
C 0.77049 4.25975 3.65007 -1.024
C 2.99684 4.33860 4.61582 -1.100
N 4.03637 2.17119 2.87011 0.510
C 4.59170 2.82967 1.71079 -0.981
C 4.86437 1.09863 3.37698 -0.750
H 0.87586 0.69523 5.85560 0.291
H 1.63633 2.28786 5.70351 0.254
H 2.63150 0.84745 6.03881 0.275
H 1.07594 -0.90050 3.91566 0.448
H 2.82299 -0.85637 4.16544 0.270
H 2.13187 -0.40974 2.59431 0.059
H 0.17720 3.71627 2.91787 0.206
H 0.79685 5.31800 3.37698 0.338
H 0.27837 4.18395 4.62831 0.279
H 3.93730 3.79390 4.62957 0.267
H 2.58016 4.36844 5.63130 0.361
H 3.18760 5.37426 4.31274 0.302
H 5.45839 3.43382 2.00548 0.336
H 3.82862 3.48065 1.28892 0.397
H 4.90944 2.10983 0.94872 0.091
H 4.48267 0.75648 4.33572 0.241
H 5.87565 1.49148 3.52948 0.377
H 4.92353 0.24698 2.68803 0.050
```

For the energy above the lowest of the compared OMol25 structures with the same formula, charge and spin, the calculation gives 24.68 kcal per mole. The gap between HOMO and LUMO is 4.54 eV. Its total charge is -1. For the total energy, the calculation gives -85416.2065 eV.